1.
The following is a quantum chemistry calculation of a structure of composition C15H20MgNO3S5, from the OMol25 dataset.

Computed properties:
Charge = +1
LUMO level = -0.0908 Eh
Calculated total energy = -3055.025198 Eh
Spin multiplicity = 1

Geometry as XYZ:
```
45
Properties=species:S:1:pos:R:3:mulliken_charge:R:1
S -0.288 0.587 -2.745 0.02
S 2.202 -1.262 1.245 0.01
S 2.868 0.647 -1.570 -0.08
S 0.235 -2.275 -1.113 -0.23
S -2.581 0.324 1.201 1.01
Mg 0.697 0.253 -0.319 0.15
O 0.731 1.882 0.956 -0.79
O -3.387 0.472 0.023 -0.66
O -2.758 -0.847 2.010 -0.68
N -0.994 0.465 0.794 0.10
C -3.417 3.518 3.563 -0.54
C -2.605 1.795 2.175 0.25
C 3.407 -1.691 -0.053 -0.61
C -0.084 -2.799 0.590 -0.07
C -1.153 -0.994 -3.043 -0.87
C -0.447 1.601 1.280 1.27
C -1.121 3.585 2.795 -0.65
C -3.660 2.327 2.885 -0.65
C 2.415 -0.276 -3.065 -0.41
C -1.361 2.398 2.126 -0.17
C 1.239 0.441 -3.724 -0.97
C -1.381 -1.845 -1.798 -0.05
C -2.171 4.137 3.518 -0.56
C 1.243 -2.808 1.351 -0.90
C 4.015 -0.449 -0.688 -0.81
H 4.205 -2.282 0.397 0.46
H 2.165 -1.306 -2.815 0.23
H 1.510 1.471 -3.962 0.43
H -0.792 -2.112 1.053 -0.11
H -0.512 -3.801 0.601 0.56
H -1.922 -2.747 -2.082 0.54
H 2.918 -2.310 -0.805 0.34
H -2.118 -0.742 -3.481 0.50
H 4.808 -0.736 -1.378 0.50
H 0.990 -0.039 -4.671 0.48
H 1.044 -2.976 2.408 0.47
H -0.150 4.057 2.753 0.53
H 3.263 -0.281 -3.750 0.47
H 1.895 -3.617 1.020 0.45
H 4.473 0.197 0.063 0.42
H -0.582 -1.539 -3.796 0.44
H -4.628 1.847 2.918 0.48
H -1.977 -1.307 -1.061 -0.15
H -2.019 5.063 4.056 0.42
H -4.216 3.972 4.135 0.41
```


2.
The following is a quantum chemistry calculation of a cluster of 8 separate species, C19H62NO25P6 in total, from the OMol25 dataset.

Computed properties:
Energy above the lowest of the compared OMol25 structures with the same formula, charge and spin = 12.5 kcal per mole
Charge = +1
LUMO level = -0.0525 Eh
Calculated total energy = -4745.411844 Eh
Spin multiplicity = 1

Geometry as XYZ:
```
113
Properties=species:S:1:pos:R:3:mulliken_charge:R:1
P 1.454 -0.156 4.422 0.42
P -2.274 0.612 -2.728 -0.64
P -1.420 3.825 0.860 0.04
P 3.054 0.576 -2.928 -0.32
P 1.837 -3.378 -0.755 0.09
P -2.036 -2.619 1.343 -0.59
O -3.376 -2.284 0.552 -0.16
O 2.157 3.145 0.276 -0.27
O 1.359 -3.040 -2.223 -0.40
O 3.317 -3.973 -0.984 -0.34
O -2.874 3.299 0.418 -0.07
O 1.804 -2.236 0.164 0.36
O 2.585 1.494 -4.139 -0.34
O -0.115 -0.287 4.713 -0.12
O -0.549 2.789 1.408 0.25
O -3.791 1.122 -2.919 -0.34
O 2.086 0.190 -1.885 0.36
O -1.763 0.638 -1.361 1.00
O 2.017 0.684 5.660 -0.36
O -1.417 1.405 -3.823 0.28
O 3.719 -0.639 -3.689 -0.43
O -1.115 -1.491 1.574 0.64
O 1.814 0.331 3.069 -0.24
O 4.359 1.293 -2.344 -0.19
O 1.060 -4.699 -0.369 -0.26
O -1.422 -3.805 0.496 0.22
O -2.517 -3.411 2.657 -0.35
O -0.973 4.612 -0.453 -0.47
O -2.349 -0.808 -3.470 -0.30
O 2.035 -1.587 4.776 -0.52
O -1.695 4.997 1.904 -0.40
N 0.737 0.442 0.573 3.17
C 1.978 2.722 -3.844 -0.23
C -3.489 2.248 1.138 -0.14
C -2.595 6.070 1.615 -0.73
C -0.467 3.832 -1.545 -0.41
C -4.444 -1.556 1.183 -0.71
C -1.815 1.440 -5.188 -0.93
C -3.336 -1.781 -3.160 -0.59
C -4.185 2.378 -2.351 -0.58
C -2.567 -2.734 3.920 -0.39
C 1.725 -2.667 3.865 -0.29
C 3.352 2.385 0.489 -0.33
C 4.240 -1.721 -2.917 -0.76
C 0.108 -2.382 -2.410 -0.46
C -0.964 0.831 4.534 -0.14
C 5.268 2.079 -3.106 -0.87
C -2.187 -4.868 -0.054 -1.05
C 4.285 -4.018 0.038 -0.69
C 1.218 -5.368 0.863 -0.47
C 1.903 2.094 5.729 -0.65
H -4.926 2.208 -1.572 0.29
H -3.990 -1.930 -4.021 0.29
H -1.931 -5.827 0.396 0.29
H 5.106 3.133 -2.890 0.25
H 5.178 -3.443 -0.219 0.28
H 6.302 1.828 -2.872 0.30
H -2.466 -1.649 3.864 -0.03
H -2.600 6.312 0.552 0.31
H -4.921 -0.988 0.386 0.23
H -3.734 1.414 0.483 -0.06
H -2.280 6.953 2.166 0.25
H 0.930 2.735 -4.155 0.03
H 3.943 -3.622 0.997 0.24
H 5.316 -1.788 -3.108 0.41
H 2.024 3.030 -2.794 -0.10
H 1.043 2.325 6.365 0.29
H 4.632 -5.035 0.229 0.29
H -1.231 3.705 -2.314 0.30
H 4.188 -1.592 -1.836 0.11
H 0.387 1.406 0.588 -0.74
H -3.593 5.777 1.944 0.23
H -3.554 -2.875 4.366 0.34
H 1.257 0.132 -0.261 -0.44
H -3.992 -1.431 -2.360 0.16
H 1.492 -6.408 0.678 0.26
H -0.443 1.770 4.368 0.24
H 2.759 2.510 6.262 0.27
H 3.229 1.346 0.198 -0.18
H -3.362 2.977 -1.974 0.08
H -4.070 -0.845 1.919 0.24
H 1.823 2.639 4.788 0.26
H 5.151 1.842 -4.166 0.38
H -1.682 0.943 5.350 0.42
H -2.496 2.273 -5.371 0.30
H -4.384 2.642 1.623 0.46
H 0.904 -3.239 4.292 0.25
H -0.021 -0.229 0.777 -0.22
H -1.789 -3.162 4.546 0.27
H 0.399 4.343 -1.953 0.39
H -2.929 -2.749 -2.878 0.17
H 2.372 3.624 -4.330 0.43
H -5.137 -2.288 1.593 0.26
H 2.020 -4.945 1.475 0.14
H 1.372 0.317 1.393 0.85
H 4.143 2.812 -0.135 0.29
H 3.689 2.413 1.530 0.30
H 1.500 -2.240 2.885 -0.05
H 3.833 -2.678 -3.224 0.31
H 0.289 -5.293 1.432 0.17
H -3.255 -4.729 0.113 0.35
H -1.989 -4.966 -1.120 0.29
H -0.396 -2.093 -1.488 -0.07
H 2.451 4.060 0.253 0.24
H 2.606 -3.291 3.728 0.31
H -2.311 0.508 -5.463 0.33
H -1.651 0.664 3.700 -0.40
H -0.503 -3.014 -3.057 0.42
H -4.669 2.949 -3.143 0.36
H -2.861 1.824 1.924 -0.23
H -0.957 1.541 -5.850 0.25
H -0.183 2.832 -1.215 -0.06
H 0.231 -1.464 -2.986 0.10
```


3.
The following is a quantum chemistry calculation of the molecule C3H7N3OS, from the OMol25 dataset.

Computed properties:
Energy above the lowest of the compared OMol25 structures with the same formula, charge and spin = 86.3 kcal per mole
Charge = 0
LUMO level = 0.0136 Eh
SMILES string = [H]/N=C/N(S)/C(CO)=N/[H]
Calculated total energy = -756.096851 Eh
Spin multiplicity = 1

Geometry as XYZ:
```
15
Properties=species:S:1:pos:R:3:mulliken_charge:R:1
S 2.076 -0.900 0.170 -0.19
O -2.852 -0.465 0.039 -0.59
N 0.159 2.373 -0.346 -0.54
N -0.621 -1.652 -0.333 -0.71
N 0.717 0.137 0.071 -0.12
C 0.953 1.510 0.098 0.07
C -1.755 0.433 0.196 -0.41
C -0.526 -0.414 -0.149 0.69
H -1.532 -2.050 -0.619 0.26
H 1.545 -1.690 -1.023 0.20
H -3.381 -0.482 1.111 0.38
H -1.659 0.892 1.261 0.28
H 2.081 1.621 0.337 0.23
H -1.849 1.379 -0.427 0.22
H 0.574 3.255 -0.276 0.24
```


4.
The following is a quantum chemistry calculation of a cluster of 2 separate species, C6H6BrClN3 in total, from the OMol25 dataset.

Computed properties:
Charge = +1
LUMO level (spin up / spin down) = -0.1468 / -0.3142 Eh
Calculated total energy = -3430.261593 Eh
Spin multiplicity = 3

Geometry as XYZ:
```
17
Properties=species:S:1:pos:R:3:mulliken_charge:R:1
Br -3.620 -0.865 -0.493 -0.02
Cl 3.527 -0.988 -0.139 -0.02
N -0.172 -1.427 0.880 0.10
N 1.024 0.021 -0.190 0.20
N -2.631 2.270 1.467 -0.35
C 1.871 -1.000 0.216 0.56
C 1.111 -1.912 0.893 -0.35
C -2.603 0.667 -0.504 -0.57
C 1.436 1.195 -0.908 -0.82
C -0.196 -0.260 0.250 -0.33
C -2.601 1.539 0.580 0.57
H 1.778 1.964 -0.212 0.34
H -2.202 0.986 -1.457 0.41
H 1.378 -2.836 1.359 0.44
H -0.959 -1.883 1.319 0.23
H 0.603 1.588 -1.482 0.29
H 2.257 0.941 -1.577 0.33
```


5.
The following is a quantum chemistry calculation of a structure of composition C5H6O2, from the OMol25 dataset.

Computed properties:
Energy above the lowest of the compared OMol25 structures with the same formula, charge and spin = 157.0 kcal per mole
Charge = 0
LUMO level (spin up / spin down) = -0.0234 / -0.0235 Eh
Calculated total energy = -344.351709 Eh
Spin multiplicity = 1

Geometry as XYZ:
```
13
Properties=species:S:1:pos:R:3:mulliken_charge:R:1
O 0.876 1.408 0.657 -0.29
O -1.984 -0.152 0.673 -0.54
C 1.900 -0.957 0.694 -0.61
C -1.102 -0.750 -0.240 -0.47
C 0.141 1.530 -0.433 -0.07
C -0.077 0.237 -0.897 -0.06
C 1.221 0.040 0.387 -0.08
H -1.524 -0.023 1.512 0.34
H 0.006 2.532 -0.831 0.42
H -0.541 -1.584 0.200 0.34
H -1.720 -1.137 -1.054 0.32
H 2.769 -1.223 1.268 0.31
H -0.045 0.102 -1.979 0.38
```


6.
The following is a quantum chemistry calculation of the molecule ClFHP3, from the OMol25 dataset.

Computed properties:
Energy above the lowest of the compared OMol25 structures with the same formula, charge and spin = 14.6 kcal per mole
Charge = 0
LUMO level (spin up / spin down) = -0.0073 / -0.1329 Eh
Calculated total energy = -1584.604651 Eh
Spin multiplicity = 3

Geometry as XYZ:
```
6
Properties=species:S:1:pos:R:3:mulliken_charge:R:1
Cl -0.096 2.372 -0.525 -0.16
P 1.054 -0.421 0.869 -0.03
P -0.555 -0.854 -0.668 0.23
P -0.593 0.963 0.805 0.19
F -1.552 -2.248 -0.357 -0.31
H 1.743 0.187 -0.124 0.09
```


Question: What is the spin multiplicity in the fourth record?
Answer: 3


Question: Which of these has the highest calculated total energy?
Answer: C5H6O2


Question: What is the formula in the second record?
Answer: C19H62NO25P6